Record 1
{"formula": "C41H49BO2P2Ru", "method": "the ωB97M-V functional and the def2-TZVPD basis", "gap_ha": [0.2801, 0.2204], "charge": 2, "multiplicity": 5, "lumo_ev": [-5.693, -7.734], "homo_energy_ev": [-13.31, -13.73], "s2": 6.050, "species": ["Ru", "C", "C", "C", "C", "C", "C", "C", "C", "C", "H", "H", "H", "H", "H", "H", "H", "H", "H", "H", "H", "H", "H", "H", "H", "P", "P", "C", "C", "C", "C", "C", "C", "C", "C", "C", "C", "C", "C", "C", "C", "C", "C", "C", "C", "C", "C", "C", "C", "C", "C", "C", "C", "H", "H", "H", "H", "H", "H", "H", "H", "H", "H", "H", "H", "H", "H", "H", "H", "H", "H", "H", "H", "H", "H", "C", "C", "C", "O", "B", "O", "C", "C", "C", "H", "H", "H", "H", "H", "H", "H", "H", "H", "H", "H", "H"], "coordinates": [[-0.98213, -0.47469, -0.20057], [-2.30359, 0.25305, 3.18964], [-2.85732, 0.01394, 1.96049], [-3.62616, 0.96973, 1.05179], [-2.84283, 1.91558, 0.20487], [-1.30137, 1.83632, 0.46488], [-0.69704, 2.14166, 1.69794], [-1.37045, 2.62034, 2.94649], [-2.16952, 1.60421, 3.82887], [1.15526, -0.31981, 2.63207], [-1.76606, -0.57005, 3.66708], [-3.44066, -0.93945, 2.00198], [-4.38699, 1.48055, 1.67805], [-4.25595, 0.33383, 0.41141], [-3.01995, 1.67170, -0.86239], [-3.14530, 2.96697, 0.30985], [-0.76425, 2.09140, -0.45301], [0.33960, 1.82608, 1.78000], [-2.02829, 3.45392, 2.72275], [-0.54224, 3.03354, 3.59069], [-1.63013, 1.41389, 4.77347], [-3.13355, 2.04583, 4.13300], [2.00162, -1.02798, 2.54371], [1.56431, 0.69435, 2.41093], [0.33514, -0.61555, 1.89405], [-0.38566, -1.50390, -3.60572], [0.97691, 0.81650, -3.34739], [-1.36477, -0.09907, -4.04853], [-0.69351, 1.13212, -3.91562], [-0.68432, -2.74570, -4.98217], [-1.77098, -2.67853, -5.85733], [-2.01233, -3.64885, -6.84743], [-1.10413, -4.69961, -7.03723], [0.03885, -4.75882, -6.21367], [0.22398, -3.79305, -5.20827], [-0.92690, -2.20270, -1.98825], [-0.12191, -2.14609, -0.81548], [-0.66104, -2.61406, 0.50924], [-1.99662, -3.06490, 0.48076], [-2.79187, -3.09302, -0.71987], [-2.24949, -2.68430, -1.92465], [1.90227, 1.00262, -5.03795], [1.69741, -0.05422, -5.93118], [2.27049, -0.01795, -7.19916], [3.12554, 1.04207, -7.57353], [3.33280, 2.08361, -6.65413], [2.71092, 2.08886, -5.39592], [1.55809, 2.42225, -2.58049], [2.86123, 2.47032, -2.05457], [3.32860, 3.63393, -1.46222], [2.48705, 4.74556, -1.38400], [1.19680, 4.70708, -1.89899], [0.73313, 3.54508, -2.51229], [-2.40185, -0.22289, -4.40160], [-1.01153, 2.17214, -4.14571], [-2.48982, -1.83961, -5.81937], [-2.89011, -3.59023, -7.49079], [-1.26627, -5.46001, -7.83638], [0.76697, -5.55287, -6.38982], [1.13644, -3.86979, -4.58832], [0.90538, -1.61926, -0.70093], [0.00128, -2.79047, 1.31044], [-2.34490, -3.47402, 1.46700], [-3.84791, -3.46205, -0.75228], [-2.86324, -2.75416, -2.85092], [1.10938, -0.90372, -5.64366], [2.07510, -0.81417, -7.91913], [3.62662, 1.04533, -8.56375], [4.00432, 2.91105, -6.93892], [2.87507, 2.89952, -4.73091], [3.51083, 1.58283, -2.13868], [4.33902, 3.67271, -1.07679], [2.85432, 5.66850, -0.91948], [0.53687, 5.56129, -1.84211], [-0.26994, 3.53031, -2.94738], [-0.46086, 0.70658, 7.07486], [0.89281, 0.28568, 6.44647], [1.94363, 1.01074, 7.26987], [0.84508, 0.74287, 5.06857], [0.87740, -0.35619, 4.24531], [0.90860, -1.58367, 4.92233], [1.11802, -1.31841, 6.31555], [2.51198, -1.78064, 6.75999], [0.05784, -2.08220, 7.05858], [-0.52909, 0.45215, 8.11629], [-1.34090, 0.26990, 6.56182], [-0.56726, 1.80776, 7.02418], [1.79499, 2.08895, 7.26491], [1.83369, 0.67762, 8.32849], [2.95842, 0.78853, 6.95828], [2.69821, -1.68401, 7.82964], [2.60773, -2.83944, 6.55511], [3.30115, -1.28066, 6.22197], [-0.90921, -1.92406, 6.61002], [0.26209, -3.14605, 7.00902], [0.02701, -1.83043, 8.10629]], "lowdin_spin": [2.63, 0.09, -0.01, 0.00, 0.01, 0.00, 0.03, 0.01, 0.01, 0.01, 0.00, 0.00, 0.00, 0.00, 0.00, 0.00, 0.01, 0.00, 0.00, 0.00, 0.00, 0.00, 0.00, 0.00, 0.01, 0.32, 0.30, 0.03, 0.01, 0.05, 0.02, 0.00, 0.01, 0.00, 0.01, 0.04, 0.06, -0.02, 0.09, -0.01, 0.08, 0.02, 0.01, 0.00, 0.01, 0.00, 0.01, 0.07, 0.02, 0.00, 0.01, 0.00, 0.02, 0.00, 0.00, 0.00, 0.00, 0.00, 0.00, 0.00, 0.02, 0.00, 0.00, 0.00, 0.00, 0.00, 0.00, 0.00, 0.00, 0.00, 0.00, 0.00, 0.00, 0.00, 0.00, 0.00, 0.00, 0.00, 0.00, 0.00, 0.00, 0.00, 0.00, 0.00, 0.00, 0.00, 0.00, 0.00, 0.00, 0.00, 0.00, 0.00, 0.00, 0.00, 0.00, 0.00]}



Record 2
{"formula": "C26H41Br4Cl2F3N2O9S", "method": "the ωB97M-V functional and the def2-TZVPD basis", "gap_ha": 0.3603, "charge": 0, "multiplicity": 1, "lumo_ev": 0.093, "homo_energy_ev": -9.71, "species": ["C", "C", "O", "C", "C", "C", "C", "F", "C", "N", "N", "C", "O", "F", "C", "O", "F", "C", "C", "C", "C", "C", "C", "C", "O", "C", "C", "O", "C", "C", "O", "Cl", "C", "C", "Cl", "O", "S", "O", "O", "H", "H", "H", "H", "H", "H", "H", "H", "H", "H", "H", "H", "H", "H", "H", "H", "H", "H", "H", "H", "H", "H", "H", "H", "H", "H", "H", "H", "H", "H", "H", "H", "H", "Br", "C", "C", "Br", "H", "H", "H", "H", "Br", "C", "C", "Br", "H", "H", "H", "H"], "coordinates": [[0.92278, -1.18444, 3.92026], [0.28242, 0.13512, 3.32339], [0.11230, 0.18062, 1.92225], [0.76183, 1.07262, 1.09217], [0.59926, 2.61242, 1.32376], [-0.17291, 3.15189, 2.55173], [0.66155, 3.60095, 3.79024], [1.97212, 3.98764, 3.50866], [0.47508, 0.59433, -0.40523], [1.21052, 1.43621, -1.37629], [-0.90960, 0.80243, -0.87108], [-1.06475, 1.77622, -1.92294], [-1.27498, 2.90190, -1.67008], [-1.06858, 1.46546, -3.23305], [-2.02460, 0.95262, -0.00642], [-2.93740, 0.22343, -0.07715], [-2.24349, 2.00689, 0.84226], [0.86412, -0.96225, -0.66927], [0.99832, -1.23441, -2.25382], [-0.32198, -1.35973, -3.08507], [-0.66266, -2.83905, -3.57428], [-2.20017, -3.06318, -3.75094], [-2.95756, -3.35242, -2.38661], [-4.06220, -2.24203, -2.25695], [-4.92125, -2.55557, -1.12946], [-5.60729, -1.38026, -0.80835], [-5.82211, -1.01821, 0.67320], [-6.03164, -0.67812, -1.67241], [-0.28298, -1.97212, -0.30967], [-0.50936, -2.53402, 1.10327], [0.07149, -3.35038, 1.70282], [-2.03786, -1.96707, 1.97647], [2.30149, -1.38050, -0.13018], [2.48240, -2.98787, 0.01134], [3.72612, -0.98663, -1.26580], [2.71140, -0.84115, 1.15553], [2.60243, 0.76867, 1.30476], [3.43864, 1.58213, 0.44209], [3.04586, 1.08235, 2.65142], [1.50675, -1.76535, 3.18343], [1.47858, -0.93936, 4.84759], [0.08056, -1.84640, 4.24190], [0.83508, 0.97044, 3.80951], [-0.72984, 0.18289, 3.80289], [1.59680, 3.11855, 1.29358], [0.07596, 3.01466, 0.41850], [-0.96473, 2.45565, 2.92090], [-0.74376, 4.05246, 2.21796], [0.64162, 2.85085, 4.61626], [0.15022, 4.50139, 4.21411], [2.13334, 1.06043, -1.58680], [1.37912, 2.38170, -1.03922], [1.51485, -2.22206, -2.34472], [1.63233, -0.51206, -2.78875], [-1.24947, -0.95933, -2.63360], [-0.19849, -0.79303, -4.03937], [-0.21782, -2.94697, -4.59445], [-0.20205, -3.62609, -2.93808], [-2.31549, -3.99597, -4.35493], [-2.69506, -2.24935, -4.32488], [-2.27012, -3.36176, -1.51577], [-3.46266, -4.34554, -2.41553], [-3.54980, -1.26149, -2.15230], [-4.65746, -2.28385, -3.19667], [-5.36710, -1.77655, 1.34262], [-5.39058, -0.02203, 0.89250], [-6.91812, -0.94026, 0.84568], [-1.29214, -1.64883, -0.65271], [-0.10405, -2.89280, -0.91865], [3.49436, -3.32546, -0.28020], [2.41746, -3.25538, 1.08209], [1.78610, -3.55830, -0.63106], [4.38548, -2.57542, 1.48762], [5.83270, -2.13072, 2.72270], [5.85592, -3.07169, 3.89939], [4.44946, -2.64481, 5.17785], [5.69775, -1.08927, 3.00978], [6.74747, -2.22665, 2.13805], [6.78656, -2.96850, 4.45602], [5.72066, -4.11276, 3.61664], [0.04418, 6.35532, -0.98846], [-1.17475, 6.42604, -2.50521], [-0.48645, 6.94525, -3.74009], [-0.25512, 8.87788, -3.66730], [-2.02336, 7.03331, -2.20094], [-1.50293, 5.39732, -2.65292], [-1.09846, 6.76534, -4.62294], [0.49973, 6.51416, -3.89258]], "mulliken_charge": [-0.73, -0.26, 0.07, 0.50, -0.38, -0.97, -0.49, -0.30, -0.62, -0.59, 1.73, 0.23, -0.49, -0.27, -0.22, -0.20, -0.31, 1.28, -1.18, -0.37, -0.67, -1.18, -0.09, -0.34, -0.40, 0.85, -0.88, -0.56, -1.58, 0.01, -0.45, -0.18, 0.46, -2.20, -0.07, 0.39, 1.03, -0.70, -0.73, -0.04, 0.30, 0.33, -0.07, 0.43, 0.73, 0.10, 0.18, 0.59, 0.29, 0.36, 0.32, 0.32, 0.64, 0.59, -0.42, 0.49, 0.45, 0.28, 0.44, 0.47, -0.15, 0.52, 0.13, 0.35, 0.23, 0.17, 0.37, 0.02, 0.52, 0.70, 0.66, 0.37, 0.23, -0.85, -0.59, -0.15, 0.37, 0.43, 0.38, 0.36, -0.12, -0.43, -0.58, -0.16, 0.40, 0.14, 0.38, 0.37]}



Record 3
{"formula": "C2H5N3O", "method": "the ωB97M-V functional and the def2-TZVPD basis", "gap_ha": 0.3909, "charge": 0, "multiplicity": 1, "lumo_ev": 0.705, "homo_energy_ev": -9.93, "species": ["C", "C", "H", "H", "H", "H", "H", "N", "N", "N", "O"], "coordinates": [[0.48447, 0.17167, -0.12957], [-1.93149, 0.37544, 0.07335], [2.33701, -0.52174, -0.27752], [1.28867, -1.58168, 0.70211], [1.69168, 1.60508, 0.12020], [-0.88078, -1.23781, -0.40935], [-1.50480, 1.20292, 0.58138], [1.44058, -0.88121, -0.10647], [0.77952, 1.35241, -0.20745], [-0.71577, -0.31808, -0.15650], [-2.98908, -0.16700, -0.19017]], "nbo_charge": [0.57, 0.54, 0.38, 0.39, 0.35, 0.40, 0.16, -0.86, -0.75, -0.64, -0.55]}



Record 4
{"formula": "C2H3FO2", "method": "the ωB97M-V functional and the def2-TZVPD basis", "gap_ha": 0.4224, "charge": 0, "multiplicity": 1, "lumo_ev": 0.589, "homo_energy_ev": -10.91, "species": ["C", "C", "O", "O", "F", "H", "H", "H"], "coordinates": [[0.75653, 0.51303, 0.15266], [-0.50388, -0.04952, -0.28061], [0.25263, 0.69971, -1.13248], [-0.84600, -1.35621, -0.32504], [-1.54845, 0.72626, 0.20255], [0.99030, 1.46517, 0.64214], [1.58070, -0.14434, 0.24822], [-0.68183, -1.85410, 0.49255]], "nbo_charge": [-0.16, 0.79, -0.44, -0.69, -0.36, 0.19, 0.17, 0.51]}



Record 5
{"formula": "C8H18N2O5PS", "method": "the ωB97M-V functional and the def2-TZVPD basis", "gap_ha": 0.2280, "charge": -1, "multiplicity": 1, "lumo_ev": 2.525, "homo_energy_ev": -3.68, "species": ["C", "C", "O", "C", "O", "C", "C", "C", "P", "S", "C", "O", "O", "H", "H", "H", "H", "H", "H", "H", "H", "H", "H", "H", "H", "H", "H", "C", "O", "N", "N", "H", "H", "H", "H"], "coordinates": [[4.19690, 0.58911, 0.12005], [2.92408, 1.04514, -0.55245], [2.39169, 2.25173, 0.04424], [1.46272, 2.00619, 1.00298], [1.75011, 1.48164, 2.03232], [0.06800, 2.41161, 0.64574], [-0.84802, 1.17529, 0.72689], [-2.27660, 1.55118, 0.37097], [-3.55279, 0.26802, 0.05734], [-2.22880, -1.44961, 0.86696], [-4.77014, 1.58844, -0.58178], [-4.70977, 1.81509, -1.80749], [-5.46060, 2.11530, 0.32374], [4.95611, 1.36394, 0.06306], [4.54580, -0.30506, -0.38832], [4.00739, 0.35963, 1.16181], [3.11161, 1.28392, -1.59300], [2.18998, 0.24773, -0.49775], [0.04609, 2.79769, -0.36872], [-0.27864, 3.20196, 1.30633], [-0.44761, 0.45057, 0.02342], [-0.77546, 0.77826, 1.73001], [-2.26988, 2.10710, -0.56437], [-2.69725, 2.21090, 1.12399], [-3.49926, -0.34308, -1.20949], [-4.46375, -0.07764, 1.08170], [-3.10025, -2.30412, 1.40151], [1.37527, -3.08546, -0.85925], [1.76766, -1.93728, -0.99821], [1.87802, -4.11032, -1.63050], [0.43142, -3.44692, 0.04852], [1.57404, -5.06047, -1.54961], [2.56888, -3.87146, -2.31444], [0.01562, -2.71972, 0.61295], [0.11743, -4.38930, 0.17085]], "nbo_charge": [-0.63, -0.08, -0.56, 0.82, -0.57, -0.51, -0.39, -0.70, 0.84, -0.65, 0.49, -0.78, -0.78, 0.20, 0.21, 0.23, 0.18, 0.22, 0.22, 0.23, 0.21, 0.23, 0.25, 0.25, -0.01, -0.01, 0.12, 0.78, -0.69, -0.86, -0.84, 0.38, 0.40, 0.44, 0.38]}



Record 6
{"formula": "C3H11N3S2", "method": "the ωB97M-V functional and the def2-TZVPD basis", "gap_ha": [0.2600, 0.2918], "charge": 0, "multiplicity": 1, "lumo_ev": [0.007, 0.626], "homo_energy_ev": [-7.07, -7.31], "species": ["C", "C", "C", "N", "N", "N", "S", "S", "H", "H", "H", "H", "H", "H", "H", "H", "H", "H", "H"], "coordinates": [[-1.30887, -1.15111, -0.90077], [-2.52267, -0.18686, 0.95015], [2.55008, 0.93503, -0.86974], [1.11529, 1.11094, 1.22617], [-1.78838, 0.06983, -0.25277], [1.91260, 0.50971, 0.37145], [1.75866, -1.18329, 0.43547], [-0.93983, 1.46282, -0.37154], [-2.03532, -1.85442, -1.26592], [-0.85756, -1.02656, -1.88460], [-0.70923, -1.84259, -0.37227], [-3.33581, -0.76768, 0.75758], [-2.00013, -0.72482, 1.67288], [-3.00624, 0.79641, 1.13986], [2.33133, 0.10854, -1.56981], [2.09370, 1.86141, -1.13781], [3.65186, 1.02574, -0.70221], [1.19585, 2.09403, 1.01328], [1.89465, -1.23712, 1.76059]], "nbo_charge": [-0.45, -0.41, -0.43, -0.44, -0.53, -0.32, 0.16, 0.12, 0.20, 0.21, 0.20, 0.19, 0.19, 0.22, 0.21, 0.22, 0.21, 0.32, 0.13]}